Entry a
The following is a DFT calculation (the ωB97M-V functional and the def2-TZVPD basis) of a 2-piece molecular cluster, C18H27N5O overall.

The total charge is 0. Its HOMO energy is -7.40 eV. The HOMO-LUMO gap comes out at 7.9 eV.

Element x y z (Å)
1 C 8.170 0.560 1.572
2 C 6.925 1.145 1.094
3 C 6.555 0.974 -0.388
4 C 6.035 -0.604 -0.623
5 O 4.875 -1.125 0.010
6 C 3.558 -0.584 -0.140
7 C 2.502 -0.891 0.888
8 C 1.269 -0.366 0.346
9 C 0.909 0.285 -0.819
10 C 2.025 0.499 -1.632
11 C 3.235 0.377 -1.347
12 H 3.945 0.517 -2.198
13 H 1.775 0.887 -2.652
14 N -0.314 0.741 -1.006
15 C -1.533 0.176 -0.657
16 N -2.623 0.891 -0.486
17 C -3.783 0.247 -0.069
18 N -3.920 -1.089 0.048
19 C -2.702 -1.584 -0.038
20 N -2.843 -3.006 0.334
21 H -3.776 -3.465 0.025
22 H -2.187 -3.485 -0.055
23 N -1.541 -0.995 0.030
24 H -0.800 -1.650 -0.036
25 C -4.066 1.185 1.032
26 C -5.371 0.692 1.779
27 C -6.511 0.981 0.818
28 C -6.265 0.702 -0.584
29 C -4.996 0.849 -0.971
30 H -4.721 0.375 -1.983
31 H -4.795 2.074 -1.254
32 H -7.093 0.865 -1.381
33 H -6.349 -0.505 -0.448
34 H -6.486 2.127 0.718
35 H -7.548 0.841 1.198
36 H -5.559 1.318 2.814
37 H -5.506 -0.408 1.713
38 H -3.301 0.654 2.223
39 H -3.959 2.140 1.209
40 H -0.556 1.637 -1.473
41 H 0.613 -0.643 1.376
42 H 2.709 -1.194 1.880
43 H 6.670 -1.291 -0.230
44 H 5.760 -0.895 -1.639
45 H 5.461 1.598 -0.710
46 H 7.397 1.046 -1.026
47 H 6.885 2.126 1.296
48 H 6.123 0.599 1.780
49 H 8.934 1.033 0.737
50 H 7.976 -0.458 1.463
51 H 8.389 0.873 2.466

Entry b
The following is a DFT calculation (the ωB97M-V functional and the def2-TZVPD basis) of one molecule with the formula C18H27N5O.

The total charge is 0. Its HOMO energy is -8.91 eV. The HOMO-LUMO gap comes out at 9.6 eV.

Element x y z (Å)
1 C 3.121 -0.466 1.455
2 H 3.284 -0.266 0.400
3 H 4.030 -0.207 1.992
4 H 2.319 0.175 1.818
5 C 2.775 -1.934 1.686
6 C 2.645 -2.215 3.183
7 H 1.838 -1.624 3.612
8 H 2.431 -3.266 3.362
9 H 3.567 -1.961 3.699
10 C 1.477 -2.338 0.975
11 H 0.660 -1.716 1.341
12 H 1.244 -3.368 1.249
13 C 1.556 -2.251 -0.557
14 N 1.059 -0.993 -1.095
15 C 1.886 -0.260 -1.878
16 O 3.035 -0.599 -2.105
17 C 1.318 1.021 -2.452
18 H 2.096 1.435 -3.094
19 H 0.441 0.807 -3.064
20 C 0.943 2.058 -1.390
21 N -0.395 1.849 -0.873
22 C -0.486 0.660 -0.047
23 C -0.320 -0.622 -0.868
24 H -0.795 -1.447 -0.338
25 H -0.844 -0.489 -1.820
26 H -1.482 0.651 0.402
27 H 0.261 0.675 0.766
28 C -0.906 3.015 -0.170
29 C -2.389 2.904 0.065
30 C -2.951 3.234 1.290
31 C -4.319 3.144 1.482
32 C -5.139 2.716 0.453
33 C -4.585 2.380 -0.772
34 C -3.219 2.477 -0.965
35 H -2.777 2.215 -1.914
36 H -5.221 2.044 -1.578
37 H -6.205 2.643 0.604
38 H -4.745 3.408 2.440
39 H -2.315 3.567 2.098
40 H -0.385 3.181 0.790
41 H -0.722 3.891 -0.802
42 H 0.961 3.044 -1.861
43 H 1.703 2.055 -0.587
44 H 2.607 -2.288 -0.869
45 C 0.864 -3.447 -1.233
46 N -0.454 -3.643 -0.703
47 N -1.234 -4.496 -0.971
48 N -2.109 -5.195 -1.072
49 H 0.815 -3.268 -2.315
50 H 1.471 -4.345 -1.059
51 H 3.591 -2.547 1.288

Quick look at relative energies in hartree: entry a 0.4498; entry b 0.0000.

Entry a
The following is a DFT calculation (the ωB97M-V functional and the def2-TZVPD basis) of an isolated ion of composition C8H18N3O and charge +1.

The total charge is +1. Its HOMO energy (spin up / spin down) is -12.91 / -12.06 eV. The HOMO-LUMO gap (spin up / spin down) comes out at 9.1 / 6.8 eV.

Element x y z (Å)
1 C -0.755 0.352 -0.746
2 C 1.564 0.359 1.028
3 C 0.025 0.548 1.415
4 C 3.174 -2.423 0.929
5 C -0.471 2.676 0.211
6 C -2.822 1.285 -1.429
7 C -1.847 -0.490 -2.732
8 C 1.609 -2.074 0.911
9 N 1.729 -0.762 0.346
10 N -0.596 1.216 0.279
11 N -1.684 0.417 -1.632
12 O 0.854 -2.070 2.082
13 H 1.813 1.132 0.399
14 H 1.991 0.618 2.032
15 H -0.545 -0.321 1.679
16 H -0.046 1.301 2.106
17 H 3.531 -1.854 0.130
18 H 3.702 -2.221 1.765
19 H 3.204 -3.547 0.820
20 H 0.389 3.033 0.833
21 H -1.391 3.142 0.485
22 H -0.264 2.994 -0.859
23 H -3.712 0.888 -1.969
24 H -3.055 1.449 -0.361
25 H -2.719 2.286 -1.786
26 H -0.882 -0.939 -2.759
27 H -2.508 -1.227 -2.325
28 H -2.312 -0.193 -3.607
29 H 1.081 -2.692 0.172
30 H 0.945 -2.881 2.585

Entry b
The following is a DFT calculation (the ωB97M-V functional and the def2-TZVPD basis) of an isolated ion of composition C8H18N3O and charge +1.

The total charge is +1. As for the SMILES: CCC(CC)/C(O)=[NH+]\C=C/NN. Its HOMO energy (spin up / spin down) is -11.58 / -11.58 eV. The HOMO-LUMO gap (spin up / spin down) comes out at 8.4 / 8.4 eV.

Element x y z (Å)
1 C -0.073 -1.334 2.810
2 C -0.741 -0.256 1.934
3 C -0.143 0.023 0.625
4 C 0.084 -1.277 -0.176
5 C -1.203 -2.188 -0.168
6 C 1.170 0.884 0.799
7 O 1.601 1.098 2.046
8 N 2.041 1.158 -0.075
9 C 1.818 1.180 -1.522
10 C 0.680 1.254 -2.310
11 N -0.473 1.818 -2.125
12 N -1.614 1.748 -2.949
13 H -0.269 -1.026 3.832
14 H -0.538 -2.317 2.629
15 H 1.064 -1.357 2.695
16 H -1.003 0.601 2.537
17 H -1.736 -0.601 1.654
18 H -0.810 0.540 0.017
19 H 0.419 -1.030 -1.166
20 H 0.789 -2.014 0.278
21 H -0.930 -2.845 -0.846
22 H -2.193 -1.623 -0.368
23 H -1.366 -2.669 0.739
24 H 0.966 0.856 2.700
25 H 2.877 1.573 0.300
26 H 2.662 0.833 -2.097
27 H 0.740 0.778 -3.316
28 H -0.635 2.502 -1.417
29 H -1.330 1.045 -3.574
30 H -1.855 2.646 -3.487

Quick look at relative energies in hartree: entry a 0.1057; entry b 0.0000.

Entry a
The following is a DFT calculation (the ωB97M-V functional and the def2-TZVPD basis) of a 4-piece molecular cluster, C3H12NO2S overall.

The total charge is -1. Its HOMO energy is -4.27 eV. The HOMO-LUMO gap comes out at 5.6 eV.

Element x y z (Å)
1 C -1.022 0.484 -0.852
2 C -1.459 -0.947 -0.592
3 S -0.142 -2.146 -0.198
4 C 0.506 0.747 -1.062
5 N 0.666 2.179 -1.081
6 H -1.119 1.127 0.037
7 H -1.604 0.920 -1.679
8 H -2.091 -1.303 -1.415
9 H -2.077 -0.839 0.308
10 H 0.910 0.167 -1.925
11 H 1.018 0.196 -0.270
12 H 0.234 2.383 -0.140
13 H -0.204 -0.046 1.694
14 H 1.278 -1.410 1.374
15 H 0.898 -0.031 1.769
16 O 1.641 -0.725 1.989
17 H -0.666 2.727 2.002
18 H 1.652 2.421 -0.899
19 O -0.427 2.054 1.357

Entry b
The following is a DFT calculation (the ωB97M-V functional and the def2-TZVPD basis) of a 3-piece molecular cluster, C3H12NO2S overall.

The total charge is -1. Its HOMO energy is -3.26 eV. The HOMO-LUMO gap comes out at 7.0 eV.

Element x y z (Å)
1 C -2.023 -0.624 -0.122
2 C -1.020 0.441 -0.709
3 C -0.788 1.328 0.468
4 S 0.725 0.746 1.420
5 N 0.037 -0.361 -1.492
6 H -2.188 -1.514 -0.697
7 H -2.946 -0.125 -0.073
8 H -1.713 -0.820 0.791
9 H -1.496 1.189 -1.522
10 H -0.329 2.313 0.474
11 H -1.632 1.244 1.141
12 H 0.884 -0.237 -1.022
13 H -0.227 -1.357 -1.301
14 H 0.585 -2.042 1.405
15 H 2.055 -1.589 1.097
16 O 1.346 -2.223 0.777
17 H 2.197 1.190 0.284
18 H 3.478 0.856 -0.665
19 O 3.055 1.586 -0.254

Quick look at relative energies in hartree: entry a 0.1686; entry b 0.0000.

Entry a
The following is a DFT calculation (the ωB97M-V functional and the def2-TZVPD basis) of C5H13NO3 as an isolated structure.

The total charge is 0. Its HOMO energy is -8.34 eV. The HOMO-LUMO gap comes out at 9.1 eV.

Element x y z (Å)
1 C -0.581 0.706 -0.319
2 C -1.961 0.664 -0.978
3 N 0.359 1.176 -1.291
4 O -0.602 1.665 0.770
5 H -1.233 1.362 1.435
6 H -1.184 -0.869 0.610
7 H 1.302 1.196 -0.920
8 H 0.152 2.134 -1.563
9 H -2.700 0.240 -0.296
10 H -2.288 1.680 -1.217
11 H -1.922 0.067 -1.886
12 C 1.940 0.063 1.774
13 C 0.286 -1.832 -0.925
14 C 0.336 -0.920 0.274
15 O 1.635 -0.615 0.541
16 O -0.431 -1.148 1.376
17 H 1.532 1.074 1.760
18 H 1.541 -0.495 2.621
19 H 3.025 0.037 1.842
20 H -0.744 -1.992 -1.228
21 H 0.831 -1.399 -1.758
22 H 0.707 -2.794 -0.623

Entry b
The following is a DFT calculation (the ωB97M-V functional and the def2-TZVPD basis) of a 3-piece molecular cluster, C5H13NO3 overall.

The total charge is 0. Its HOMO energy is -7.67 eV. The HOMO-LUMO gap comes out at 8.5 eV.

Element x y z (Å)
1 C -0.956 -0.846 1.132
2 C -1.680 -0.774 -0.884
3 N -0.920 -1.414 -1.778
4 O -1.563 0.292 1.689
5 H -1.079 1.066 1.363
6 H 0.104 -1.150 -1.675
7 H -1.097 -2.405 -1.885
8 H -0.197 -1.312 1.766
9 H -1.698 -1.648 1.155
10 H -2.684 -1.147 -0.716
11 H -1.551 0.298 -0.820
12 C 0.607 1.976 -1.182
13 C 1.833 -0.042 1.483
14 C 1.003 0.050 0.222
15 O 0.488 1.359 0.100
16 O 1.342 -0.575 -0.805
17 H 1.656 2.167 -1.417
18 H 0.057 2.913 -1.119
19 H 0.191 1.358 -1.980
20 H 2.162 -1.069 1.641
21 H 2.706 0.603 1.354
22 H 1.275 0.299 2.355

Quick look at relative energies in hartree: entry a 0.0000; entry b 0.0387.

Entry a
The following is a DFT calculation (the ωB97M-V functional and the def2-TZVPD basis) of a 2-piece molecular cluster, H4NO2P2 overall.

The total charge is -1. Its HOMO energy is -3.84 eV. The HOMO-LUMO gap comes out at 8.1 eV.

Element x y z (Å)
1 N 1.411 2.112 0.865
2 O -0.118 -2.595 -0.433
3 O -0.408 0.605 1.982
4 P -0.547 0.478 -1.072
5 P 0.259 1.068 0.759
6 H 1.382 2.547 -0.011
7 H -0.172 -2.276 -1.455
8 H -0.279 -1.711 -0.082
9 H -1.528 -0.229 -0.553

Entry b
The following is a DFT calculation (the ωB97M-V functional and the def2-TZVPD basis) of a 2-piece molecular cluster, H4NO2P2 overall.

The total charge is -1. Its HOMO energy is -3.59 eV. The HOMO-LUMO gap comes out at 7.9 eV.

Element x y z (Å)
1 N 1.664 -0.134 -0.542
2 O -1.282 -1.929 -0.247
3 O -0.684 0.850 -1.081
4 P 0.250 1.818 1.734
5 P 0.469 0.810 -0.141
6 H 2.278 -0.432 0.229
7 H -0.330 -1.884 -0.316
8 H -1.393 -1.169 -0.708
9 H -0.972 2.070 1.071

Quick look at relative energies in hartree: entry a 0.0118; entry b 0.0000.

Entry a
The following is a DFT calculation (the ωB97M-V functional and the def2-TZVPD basis) of C5H7N2O2 as an isolated structure.

The total charge is +1. Its HOMO energy is -13.45 eV. The HOMO-LUMO gap comes out at 9.1 eV.

Element x y z (Å)
1 C -1.476 0.182 0.073
2 C -1.093 1.511 0.078
3 C 0.724 0.227 -0.059
4 C 2.676 -0.359 -0.150
5 C -0.225 -2.043 -0.022
6 N -0.324 -0.575 -0.046
7 N 0.284 1.517 0.052
8 O 3.450 0.520 -0.071
9 O -1.672 2.679 -0.054
10 H -2.425 -0.258 -0.009
11 H 2.601 -1.486 -0.084
12 H 0.813 -2.326 -0.030
13 H -0.763 -2.250 1.017
14 H -0.874 -2.463 -0.897
15 H 0.704 2.288 -0.296
16 H -2.400 2.837 0.499

Entry b
The following is a DFT calculation (the ωB97M-V functional and the def2-TZVPD basis) of an isolated ion of composition C5H7N2O2 and charge +1.

The total charge is +1. As for the SMILES: C/C=C/C(O)=[N+]=NC=O. Its HOMO energy is -14.49 eV. The HOMO-LUMO gap comes out at 8.6 eV.

Element x y z (Å)
1 C 0.880 -1.495 1.533
2 C 0.407 -0.981 0.230
3 C -0.923 -1.115 -0.063
4 C -1.384 0.001 -0.870
5 O -2.271 0.268 -1.849
6 N -0.477 0.848 -0.633
7 N -0.070 1.966 -0.426
8 C 1.222 2.463 -0.546
9 O 2.171 2.126 0.120
10 H 0.451 -2.386 1.852
11 H 0.393 -0.728 2.267
12 H 1.899 -1.408 1.551
13 H 1.041 -0.549 -0.596
14 H -1.577 -1.861 0.565
15 H -2.891 -0.495 -1.955
16 H 1.128 3.344 -1.178

Quick look at relative energies in hartree: entry a 0.0000; entry b 0.1126.

Entry a
The following is a DFT calculation (the ωB97M-V functional and the def2-TZVPD basis) of a 2-piece molecular cluster, C4H6N overall.

The total charge is +1. Its HOMO energy (spin up / spin down) is -15.76 / -15.77 eV. The HOMO-LUMO gap (spin up / spin down) comes out at 7.9 / 7.9 eV.

Element x y z (Å)
1 C 1.825 0.178 -0.050
2 C 3.013 0.569 0.051
3 C 0.959 -1.100 0.248
4 C -0.590 0.875 0.256
5 N 0.412 0.067 -0.375
6 H 1.406 -1.954 -0.373
7 H 0.823 -1.169 1.364
8 H -0.929 1.762 -0.262
9 H -1.634 0.203 0.257
10 H -0.230 1.034 1.343
11 H 0.019 -0.230 -2.074

Entry b
The following is a DFT calculation (the ωB97M-V functional and the def2-TZVPD basis) of an isolated ion of composition C4H6N and charge +1.

The total charge is +1. As for the SMILES: C1=C[N+]12CC2. Its HOMO energy is -15.32 eV. The HOMO-LUMO gap comes out at 10.4 eV.

Element x y z (Å)
1 C -0.359 0.870 1.372
2 C -0.626 -0.362 1.352
3 N 0.617 0.031 0.418
4 C 0.579 0.543 -0.970
5 C 0.014 -0.773 -0.761
6 H -0.533 1.872 1.324
7 H -0.712 -1.312 1.724
8 H 1.491 0.663 -1.293
9 H -0.223 1.174 -1.366
10 H -0.984 -1.089 -0.832
11 H 0.735 -1.617 -0.966

Entry c
The following is a DFT calculation (the ωB97M-V functional and the def2-TZVPD basis) of a 2-piece molecular cluster, C4H6N overall.

The total charge is +1. Its HOMO energy (spin up / spin down) is -13.90 / -14.58 eV. The HOMO-LUMO gap (spin up / spin down) comes out at 8.3 / 8.7 eV.

Element x y z (Å)
1 C 1.415 -0.769 0.090
2 C -0.638 -0.302 -0.036
3 C -3.087 0.159 0.006
4 C 2.277 0.341 0.072
5 N -1.844 -0.062 0.073
6 H 1.422 -1.737 -0.370
7 H -3.773 -0.651 -0.187
8 H -3.451 1.166 0.136
9 H 1.911 1.210 0.620
10 H 2.559 0.654 -0.947
11 H 3.210 -0.008 0.543

Quick look at relative energies in hartree: entry a 0.1346; entry b 0.0154; entry c 0.0000.

Entry a
The following is a DFT calculation (the ωB97M-V functional and the def2-TZVPD basis) of a 2-piece molecular cluster, C3H2N3O2 overall.

The total charge is -1. Its HOMO energy is -3.30 eV. The HOMO-LUMO gap comes out at 7.0 eV.

Element x y z (Å)
1 C -1.813 0.878 0.293
2 C 0.015 -0.261 0.260
3 C 2.946 -0.077 -0.091
4 N -0.528 0.923 0.655
5 N -2.202 -0.226 -0.316
6 N -1.018 -0.929 -0.323
7 O 3.194 -1.040 0.499
8 O 2.920 0.894 -0.713
9 H -2.504 1.692 0.470
10 H -1.009 -1.854 -0.735

Entry b
The following is a DFT calculation (the ωB97M-V functional and the def2-TZVPD basis) of C3H2N3O2 as an isolated structure.

The total charge is -1. Its HOMO energy (spin up / spin down) is -3.13 / -4.09 eV. The HOMO-LUMO gap (spin up / spin down) comes out at 6.6 / 8.2 eV.

Element x y z (Å)
1 C -0.255 1.129 0.629
2 C 0.627 -0.033 0.070
3 C -2.684 0.378 3.322
4 N -0.743 1.166 1.805
5 N 1.171 -0.782 0.865
6 N -0.925 0.540 2.808
7 O -3.400 0.774 2.481
8 O -2.700 -0.252 4.325
9 H 0.007 2.050 0.154
10 H 0.863 0.101 -0.964

Quick look at relative energies in hartree: entry a 0.0000; entry b 0.1121.